C23H44Br14F9N2O2PS | ωB97M-V/def2-TZVPD

```
96
Properties=species:S:1:pos:R:3:lowdin_charge:R:1
O 6.11036 3.08719 -1.31358 -0.3200
H -10.04330 -0.39397 -2.57587 0.0412
C 6.53841 -0.94860 0.06338 -0.2208
S 0.40509 0.39646 1.04586 0.9590
Br -4.49016 6.45157 -0.20983 0.6057
H 5.07294 3.34618 4.91219 0.0514
H -2.25355 4.57364 -0.63035 0.0493
C -3.11468 4.09902 -1.09832 -0.7006
H -4.96861 -2.82455 -0.40620 0.0439
F -0.40694 -0.86611 1.74100 -0.1562
H 7.45016 2.99809 2.96864 0.0306
F 2.03774 3.41196 -1.26234 0.0563
C 7.02466 3.10427 3.96607 -0.6954
Br 4.57392 2.46555 2.63287 0.6914
Br -3.03421 4.52231 -2.99914 0.6001
C -7.92543 -4.68504 2.86044 -0.7245
H -6.43984 -4.73435 4.45656 0.0515
C 3.97333 -1.27699 -3.10968 -0.2009
Br -6.59418 -5.26413 1.56012 0.5946
C 5.87902 -1.67004 1.14716 -0.1873
C -9.25168 -0.71061 -0.60332 -0.6979
H -2.70688 -1.52354 -0.46777 0.0345
Br 8.01954 -3.07028 1.51807 0.8462
C 9.15494 -4.32098 2.49731 -0.6531
H 3.78872 2.03374 -2.27420 0.1124
C -9.32137 3.55414 -3.01339 -0.6812
H -5.29148 4.26936 -1.11678 -0.0862
H 7.43164 -5.06130 3.61030 0.0526
H -8.85744 4.52751 -3.16559 0.0558
F -0.69121 1.42111 1.79851 -0.1756
H 10.10170 -3.81499 2.68191 0.0520
H 5.45294 4.53596 3.64852 0.0576
H -3.00080 3.01516 -1.04409 0.0528
C 1.31987 1.87975 0.42087 -0.3373
N 8.51272 1.57863 -0.93886 -0.1958
H 8.49978 1.36440 -1.94638 0.0378
H 6.19787 -1.59215 2.22863 0.0271
H 4.91783 0.56427 0.27100 0.0697
Br -8.58786 -2.37186 -2.84011 0.6038
C 3.95767 -0.14893 -1.94886 -0.2923
H 4.89770 -1.07079 -3.75475 0.1340
C 5.77463 0.36434 -0.44773 -0.4417
C -4.54828 -2.34804 -1.29328 -0.6740
Br -9.25870 -2.08905 0.77352 0.6682
H -2.62355 -3.23598 -0.93474 0.0615
H 7.50299 -1.28530 -0.42274 0.0572
H -9.85811 0.10036 -0.19732 0.0499
C 1.19006 2.27237 -1.10202 -0.3254
F 0.98692 3.00628 1.19756 0.0788
O 5.35279 0.28289 -1.83686 -0.2046
C -3.04738 -2.26406 -1.19020 -0.6910
C 3.16556 1.12639 -2.52868 -0.1063
H 5.72305 3.77885 -0.74474 0.0389
H -8.13776 2.27408 -4.27017 0.0669
F -0.61296 0.28307 -0.23815 -0.1642
H -8.86350 -5.16816 2.59072 0.0545
H 1.28589 0.12735 -1.90304 0.1235
C -9.84386 -1.22069 -1.89294 -0.6876
Br 7.29427 1.40500 4.88256 0.5908
H 3.22580 1.02178 -3.66988 0.1258
N 4.20688 -2.59685 -2.46385 -0.0211
C -4.43113 4.52435 -0.49693 -0.7300
H -4.55984 4.08625 0.49377 0.0628
Br -10.06448 3.55306 -1.21113 0.6097
Br -5.34445 -0.57059 -1.34332 0.6040
Br -2.24618 -1.79604 -2.90494 0.6046
H -8.11314 -4.46312 4.98960 0.0584
H 1.05675 1.43823 -3.12669 0.1460
Br -6.65348 2.74492 -2.35595 0.6965
H 9.00795 -5.65660 4.17488 0.0564
H 9.32048 -5.15280 1.81102 0.0574
H -4.89222 -2.87748 -2.18063 0.0533
H 5.10455 -2.60764 -1.95412 0.0608
H 3.05795 -1.23614 -3.77653 0.1174
C 8.47866 -4.79968 3.75660 -0.6940
H 7.61188 3.82830 4.53239 0.0566
C 5.56811 3.49514 3.95387 -0.6739
F 1.32285 0.48102 2.45343 -0.1784
H -10.18276 3.45920 -3.67562 0.0593
C 1.62368 1.19177 -2.16266 -0.0661
F 2.69584 1.66941 0.66946 -0.0388
H 3.49722 -2.71946 -1.73012 0.0576
F -0.08598 2.79516 -1.45964 0.0438
H 4.95900 -2.27152 0.86344 0.0751
Br -7.69492 -6.87748 4.69054 0.6006
H -8.01916 -3.60929 2.70975 -0.0159
Br 8.53466 -3.43887 5.15118 0.6036
C -8.36980 2.40225 -3.21212 -0.6588
P 6.90231 1.92288 -0.31932 0.8846
C -7.48252 -4.98643 4.26980 -0.6965
H 3.54832 -0.55039 -0.97390 0.1279
F 1.48829 -0.69769 0.45052 -0.1616
H 8.82929 0.74024 -0.43561 0.0177
H -8.74268 1.46124 -2.81091 0.0231
H -8.22158 -0.37113 -0.70627 -0.0035
H -10.75713 -1.79674 -1.75188 0.0538
```

## Properties
HOMO level   -7.60 eV
Lowest unoccupied orbital energy   -1.21 eV
Gap between HOMO and LUMO   6.40 eV
Calculated total energy   -38837.01350 hartree

---

C23H44Cl8O12 | ωB97M-V/def2-TZVPD

```
87
Properties=species:S:1:pos:R:3:lowdin_charge:R:1
O 2.29423 -5.15019 2.35474 0.0109
H 3.08680 -3.24812 -6.63508 0.0663
H -2.46300 -3.79241 -0.40761 0.0591
H -0.93665 3.38929 2.26526 0.1179
H 2.00091 2.04065 3.74654 0.0718
H -2.63156 4.32745 -0.91798 0.0446
H 0.37558 -1.07686 -0.03860 0.1110
C -2.40459 4.54617 3.45025 -0.0393
C 2.44121 5.21047 2.73506 -0.4706
H 2.39003 -1.81450 4.78850 0.0774
H -2.64718 1.84432 -2.25891 0.0332
H -3.75473 4.81019 -2.09204 0.0736
Cl 0.84134 -5.21098 -1.69440 0.5694
C -3.53816 -0.30906 -6.15891 -0.6366
C 0.94203 7.10324 2.86564 -0.0373
H -2.56056 3.61417 1.55192 0.1062
O 3.36034 4.47763 3.47966 -0.0011
C 2.62832 2.12317 2.85905 -0.0272
H -4.06406 2.51839 -3.04708 0.0592
H -2.01349 5.45678 2.99646 0.0636
H -3.88017 0.71937 -6.04284 0.0572
H 1.19299 1.51321 -1.49411 0.1399
Cl -1.52963 -3.00390 -2.34903 0.5792
H 3.67258 -3.11597 -4.99324 0.0498
H -1.39067 -0.13616 -6.87715 0.0662
O 1.96060 6.26321 3.45453 -0.0041
H -2.33482 -5.11899 -1.41730 0.0751
Cl 2.66024 -1.26091 -5.38448 0.6094
C -3.40500 2.62433 -2.18538 -0.6290
H -0.29159 -5.14443 0.35132 0.0401
Cl -1.32136 0.21406 -4.52899 0.5173
H 0.95909 -1.61134 2.10880 0.0956
O -2.84924 0.02470 2.87074 -0.0187
H -1.67766 -1.60224 -6.07227 0.0283
H -1.92810 4.47971 4.42833 0.0775
C -2.84564 -1.32879 2.45567 -0.0526
H 4.25849 3.40837 2.15581 0.1217
C 1.82413 -1.80056 2.74439 -0.1580
O 1.76926 -0.23225 -2.42210 0.0282
Cl -4.53727 2.13198 -0.87028 0.5236
H 1.44399 -6.94805 3.13869 0.0971
H 1.02536 -6.40528 1.43968 0.0746
O 2.16637 4.95800 1.54782 0.0839
C 1.43752 -4.18508 2.62203 -0.6499
C 1.78724 -6.48112 2.21550 -0.0212
H -3.48597 4.41618 3.49301 0.0825
H 4.46696 3.01276 3.89740 0.1252
H 2.06012 2.63614 2.08309 0.0513
C 2.79296 -2.97551 -5.62145 -0.6707
O -1.16310 0.81730 1.55826 0.1499
H 0.48719 7.86706 3.49635 0.0966
H 1.43549 7.63517 2.05223 0.0922
C -2.00723 3.41151 2.46891 -0.2077
C 1.12915 -0.33818 -0.31167 -0.1914
H 1.13726 -3.22355 -4.16377 0.0296
O 0.22821 -4.19854 2.76526 0.1081
H -3.59619 -1.50051 1.68412 0.0917
H 0.63479 -2.13149 4.59196 0.0708
C -2.08998 1.00913 2.26418 -0.5697
H -0.03942 -3.48582 -0.33239 0.0315
H 1.84288 -4.72895 -4.75918 0.0579
H 2.60873 -7.13884 1.93147 0.0966
C 2.63874 -1.02416 -1.86209 -0.5463
C -1.76868 -4.23581 -1.12136 -0.6222
H 2.89076 1.13031 2.49374 0.0597
H 1.26325 -0.50552 4.53363 0.0638
C 0.86183 0.47893 -1.58741 -0.0769
Cl -1.59206 4.40895 -2.96821 0.5772
H 0.15743 6.59889 2.30160 0.0776
C -2.95880 4.08360 -1.92870 -0.6862
H -1.90195 -1.75976 2.12130 0.0800
H -3.81168 -0.74700 -7.11886 0.0627
O 3.41176 -1.83587 -2.35518 0.1038
H -0.18850 0.30273 -1.81946 0.1009
C 3.75106 3.21841 3.10161 -0.2309
H 1.06347 0.49040 0.39348 0.1064
O 2.30104 -1.01670 -0.54140 0.0552
C -1.96225 -0.55036 -6.04659 -0.5859
C 1.53364 -3.72418 -5.04714 -0.6552
O 2.20643 -3.16522 2.47297 0.0491
C 1.48239 -1.53577 4.25314 -0.0368
Cl 0.30179 -3.83897 -6.30812 0.5561
Cl -4.39493 -1.22353 -4.90995 0.5276
H 2.63561 -1.15115 2.41595 0.1087
C -0.32707 -4.51667 -0.53905 -0.6465
O -2.39725 2.12460 2.90520 0.0345
H -3.15141 -1.91167 3.32449 0.0958
```

## Properties
Energy relative to the best compared isomer or geometry (same formula, charge and spin)   307.8 kJ/mol
HOMO level   -9.83 eV
Lowest unoccupied orbital energy   0.40 eV
Gap between HOMO and LUMO   10.23 eV
SMILES string   CCOC(=O)OC.CCOC(=O)OC.CCOC(=O)OC.O=C1OCCO1.ClCCCl.ClCCCl.ClCCCl.ClCCCl
Calculated total energy   -5487.11723 hartree

---

C23H44InN6S | ωB97M-V/def2-TZVPD

```
75
Properties=species:S:1:pos:R:3:lowdin_charge:R:1
N -5.11857 3.66697 4.31663 0.1653
H -2.67338 3.47839 0.55174 0.1095
H -2.91664 5.82799 4.76346 0.1189
N 1.86319 -7.11238 -1.11386 0.1628
C 3.16032 -5.15737 -3.99298 -0.1305
C 2.08857 -2.90907 -0.71197 -0.2716
H -0.08517 -6.33289 -3.46645 0.1173
C -0.15011 -0.82908 -3.33536 -0.2393
H 2.07648 -1.93440 -1.18829 0.0434
N 3.95054 -2.10594 0.58225 0.0820
C 1.12439 3.77101 -1.53741 -0.1887
H 2.23908 6.38102 -1.62633 0.0664
H 1.34814 -5.24310 -5.14225 0.0874
H 0.69068 -0.17012 -3.11118 0.1095
C 3.29370 -3.09192 0.08811 -0.5828
H 3.87240 5.89931 -1.18277 0.0679
H -0.13753 -0.34336 -5.45779 0.1103
H 1.30908 3.46641 -2.56835 0.1212
H -1.83897 0.43963 2.72616 0.0685
H -0.95089 -2.70573 -2.58187 0.0734
N -0.78946 5.54678 -1.51493 0.1317
H -3.59483 1.97324 0.55579 0.1222
C -1.53073 1.75012 0.38071 -0.2187
C 2.40230 4.33491 -0.90660 -0.2563
H -3.60448 0.49536 2.70067 0.0796
C -4.54806 4.54184 4.79051 -0.2277
H -0.64708 -5.84605 0.20746 -0.3084
C -4.59106 5.10403 7.73765 -0.1117
H -5.25439 5.97107 7.75012 0.0751
C -2.66747 2.43628 2.45963 -0.2716
C -2.68929 2.45446 0.92798 -0.1787
H -3.52266 3.00312 2.83395 0.0504
H -4.42189 6.54568 5.33762 0.1194
H 3.78624 -5.08411 -4.88200 0.0661
C 2.94834 5.55195 -1.64578 -0.1166
C 3.70902 -4.52709 0.31646 -0.0632
H 3.16411 5.31296 -2.68902 0.0739
N -0.63225 1.17385 -0.04074 0.1710
H -1.76524 2.94404 2.81340 0.1098
C -0.11701 -2.02692 -2.39044 -0.1745
S -1.28097 -4.74450 -0.20635 0.1200
In 0.27580 -2.96915 0.64533 0.2296
C 0.85732 -5.87360 -3.16699 -0.1947
C -3.39410 5.34155 6.82437 -0.2612
H -2.74654 4.46361 6.83781 0.1124
H 0.78191 2.89799 -0.98328 0.0749
H -0.48485 -1.39083 0.66408 -0.1012
H 3.02054 -4.15242 -3.60236 0.0424
H 0.63579 -4.86442 -2.81475 0.0794
H 0.80026 -3.39095 2.30007 -0.1146
H 3.15582 3.54690 -0.89658 0.1119
H -2.80594 6.17818 7.20508 0.1062
H 4.70397 -4.57995 0.74892 0.0634
H -2.72079 1.05433 4.12140 0.0678
H 1.98785 -3.69956 -1.45020 0.0105
H -0.18189 -1.70366 -1.35235 -0.0422
C -3.79925 5.65091 5.37880 -0.1839
H 2.20441 4.60063 0.13313 0.1107
C -0.10115 -1.22669 -4.81937 -0.1852
C 0.05288 4.76694 -1.52611 -0.2470
C 1.12532 -1.96365 -5.12086 -0.2089
C -2.70897 1.02387 3.03125 -0.0990
H 3.03495 -4.98555 1.03593 0.0697
H -4.26099 4.91801 8.75938 0.0709
H 3.68439 -5.07237 -0.61920 0.0455
H 2.01771 -6.81533 -4.73340 0.1038
H 4.74377 -2.44661 1.11723 0.0129
H 0.81283 -2.58813 -2.49333 0.0235
C 1.38439 -6.60965 -2.02532 -0.2541
N 2.06569 -2.58780 -5.32736 0.1727
H -1.06207 -0.25420 -3.16368 0.1046
H 3.71323 -5.74047 -3.25312 0.0672
H -0.95190 -1.86070 -5.07344 0.1186
C 1.83058 -5.81081 -4.34522 -0.2616
H -5.16944 4.23715 7.41650 0.0716
```

## Properties
HOMO level   -4.59 eV
Lowest unoccupied orbital energy   1.92 eV
Gap between HOMO and LUMO   6.51 eV
Calculated total energy   -1819.60762 hartree
Net charge   -1